Record 1
Formula: C3H10OS2
Source: the Open Molecules 2025 dataset
Level of theory: wB97M-V/def2-TZVPD

Last column: Mulliken charge in e.
CARTESIAN COORDINATES (ANGSTROEM)
1 C -0.728691 -0.118558 1.768103  -0.6587
2 S -1.766192 -0.876186 0.476601  -0.0762
3 S -1.748566 0.589394 -0.991412  -0.1859
4 H -1.075068 -0.556701 2.702258  0.3334
5 H -0.800655 0.962811 1.750760  0.2777
6 H 0.335713 -0.298843 1.673124  0.1489
7 H -0.827867 0.115189 -1.841944  0.1225
8 C 2.139164 0.085505 -0.755651  -0.2988
9 O 1.572461 1.162526 -0.014723  -0.4101
10 C 3.436494 -0.449533 -0.085240  -1.1189
11 H 1.473788 -0.771460 -0.730471  0.3296
12 H 2.477418 0.454097 -1.733263  0.3201
13 H 2.224261 1.825601 0.200049  0.2497
14 H 3.236839 -0.814492 0.940212  0.2990
15 H 3.699366 -1.278258 -0.776502  0.3058
16 H 4.259005 0.278381 -0.026879  0.3622

Cartesian forces, eV/Å:
0.2 -0.2 0.0
0.4 0.6 -0.3
-0.3 -0.2 0.2
-0.1 0.2 0.1
-0.5 0.1 0.1
0.1 -0.4 -0.3
0.2 -0.1 0.1
2.3 0.8 1.4
-0.9 -0.5 -0.1
-0.6 -0.4 -0.4
-0.6 0.4 -0.5
-0.7 -0.4 -0.2
0.5 0.1 -0.1
0.1 0.0 -0.6
0.4 0.2 0.8
-0.3 -0.1 -0.2

For the energy above the lowest of the compared OMol25 structures with the same formula, charge and spin, the calculation gives 71.9 kJ/mol. Its spin multiplicity is 1. Its SMILES is CCO.CSS. The value obtained for the HOMO energy is -8.86 eV. For the calculated total energy, the calculation gives -26990.5447 eV.

***

Record 2
Formula: C36H55FIrNO3PSi
Source: the Open Molecules 2025 dataset
Level of theory: wB97M-V/def2-TZVPD

Last column: Mulliken charge in e.
CARTESIAN COORDINATES (ANGSTROEM)
1 Ir -0.061686 0.341063 -1.230641  3.4812
2 C 2.301840 -0.892050 -4.144207  -0.8905
3 Si 2.921351 -0.578114 -2.409026  0.1684
4 C 4.773084 -0.386798 -2.278474  -1.4103
5 C 2.475612 -1.935378 -1.194664  -0.4408
6 N 1.877133 0.850791 -1.967246  -0.5325
7 C 2.040132 2.110930 -2.369629  0.7812
8 C 3.244285 2.637032 -2.925675  -0.6011
9 C 3.318777 3.944617 -3.328977  -0.9542
10 C 2.216906 4.801498 -3.197106  -0.5397
11 C 1.024514 4.334979 -2.636391  -0.9921
12 C 0.973373 3.039848 -2.230243  0.4052
13 F -0.166938 2.558010 -1.635304  0.1250
14 H 2.792510 -1.767310 -4.573178  0.4509
15 H 2.497727 -0.030785 -4.786600  0.3481
16 H 1.225619 -1.070622 -4.126330  0.1352
17 H 5.199156 -1.392280 -2.306672  0.4011
18 H 5.068338 0.068598 -1.330261  0.4132
19 H 5.232241 0.179108 -3.089696  0.4667
20 H 2.575876 -2.909832 -1.678314  0.5912
21 H 1.454790 -1.855083 -0.827955  -0.4435
22 H 3.152313 -1.923266 -0.336514  0.3544
23 H 4.099237 1.984151 -3.023998  0.2584
24 H 4.238408 4.313642 -3.761161  0.4939
25 H 2.293776 5.831730 -3.515184  0.4542
26 H 0.156624 4.972080 -2.528446  0.5439
27 C -0.777714 -6.309599 -2.700743  -0.7574
28 O -2.091184 -5.751489 -2.733253  -0.4453
29 C -2.245366 -4.445383 -2.566027  0.5873
30 C -3.578473 -3.993049 -2.472523  -1.1293
31 C -3.833795 -2.672287 -2.265380  -1.0775
32 C -2.794558 -1.725939 -2.128716  1.1194
33 C -3.034061 -0.336375 -1.921372  0.8343
34 C -4.356098 0.275434 -2.264256  -1.6203
35 O -2.160291 0.459389 -1.489307  -0.8696
36 C -1.461132 -2.178626 -2.235890  -0.1388
37 O -0.411655 -1.369150 -2.167050  -0.9854
38 C -1.206526 -3.529712 -2.464852  0.0883
39 H -0.905977 -7.375718 -2.851313  0.2672
40 H -0.311732 -6.135293 -1.728981  0.3064
41 H -0.149527 -5.902462 -3.493798  0.3334
42 H -4.373568 -4.721515 -2.548421  0.5049
43 H -4.864364 -2.361670 -2.175810  0.3256
44 H -5.196627 -0.385281 -2.080854  0.4137
45 H -4.344630 0.515589 -3.330806  0.3828
46 H -4.486836 1.204916 -1.714824  0.3310
47 H -0.169794 -3.818845 -2.565950  0.4782
48 C -3.377253 2.993599 2.976013  -0.7962
49 C -3.885582 1.814050 2.150324  -0.8343
50 C -2.755912 0.795897 1.883161  -0.2646
51 C -1.379034 1.491376 1.893209  1.0261
52 C -1.530179 2.872999 1.235093  -0.6155
53 C -2.312241 3.783823 2.195470  -0.8968
54 P -0.078578 0.470767 1.122033  -1.8544
55 C 1.561770 1.024197 1.770927  1.0823
56 C 2.095701 2.265436 1.034967  0.6991
57 C 3.439490 2.694265 1.620666  -0.7827
58 C 3.314928 3.051643 3.120579  -0.8646
59 C 1.949859 2.659653 3.690089  -0.9170
60 C 1.605329 1.221004 3.312903  -0.8841
61 C -0.177423 -1.262238 1.725631  0.1803
62 C -1.286029 -2.084749 1.048692  -0.2768
63 C -0.935576 -3.576289 1.150804  -0.6294
64 C -0.245119 -3.885594 2.493155  -0.9086
65 C -0.703829 -2.901063 3.568921  -0.9512
66 C -0.222545 -1.471495 3.252821  -0.8002
67 H -2.965787 2.622130 3.918901  0.2458
68 H -4.204407 3.649558 3.243593  0.5373
69 H -4.282537 2.190323 1.204202  0.2315
70 H -4.701115 1.314495 2.671587  0.5279
71 H -2.920164 0.321486 0.912926  -0.4147
72 H -2.779152 0.017842 2.647218  0.2512
73 H -1.050807 1.643263 2.925413  0.9130
74 H -2.068389 2.750912 0.290391  0.3067
75 H -0.567691 3.326958 0.999881  -0.0869
76 H -2.785486 4.583232 1.623744  0.4693
77 H -1.623029 4.259062 2.896305  0.2995
78 H 2.216267 0.189148 1.494566  0.6037
79 H 1.398270 3.100926 1.109291  0.0735
80 H 2.209295 2.022846 -0.015180  -0.9574
81 H 3.811040 3.554309 1.062152  0.4540
82 H 4.159966 1.884261 1.477415  0.3170
83 H 3.469080 4.119833 3.271388  0.3825
84 H 4.094536 2.539514 3.686265  0.3589
85 H 1.172083 3.340072 3.329635  0.1084
86 H 1.968845 2.749355 4.776266  0.5082
87 H 0.665852 0.938085 3.784539  0.4214
88 H 2.371400 0.564074 3.729796  0.3799
89 H 0.774071 -1.668030 1.358020  0.6970
90 H -1.385138 -1.795333 0.007364  -0.8391
91 H -2.245522 -1.894246 1.529137  0.5803
92 H -0.278692 -3.855322 0.322620  0.1275
93 H -1.852462 -4.160470 1.054755  0.4983
94 H 0.841561 -3.822381 2.385807  0.3289
95 H -0.473198 -4.904201 2.804241  0.4999
96 H -0.315749 -3.198870 4.542310  0.5261
97 H -1.793924 -2.924887 3.637233  0.3754
98 H 0.776996 -1.332666 3.664880  0.4077
99 H -0.884870 -0.752027 3.739854  0.1401

Cartesian forces, eV/Å:
-2.7 0.7 -1.9
0.1 0.1 0.2
0.1 -0.8 -0.1
-0.1 0.5 -0.1
0.0 0.2 0.0
-0.4 -1.1 1.0
-0.2 0.2 0.0
-0.1 -0.2 -0.1
-0.1 0.1 0.0
0.2 -0.2 0.0
-0.3 0.1 0.1
0.4 0.1 0.0
0.2 0.2 0.3
0.0 0.0 0.0
0.0 0.0 -0.1
0.0 0.0 0.0
-0.1 0.0 0.0
0.0 0.0 0.0
0.0 0.0 0.0
0.1 0.0 0.0
0.0 -0.1 0.0
0.0 0.0 0.0
0.0 0.0 0.0
0.0 0.0 0.0
-0.1 0.0 0.0
0.0 0.0 0.0
0.1 -0.1 0.0
0.0 0.1 0.0
-0.1 0.1 0.0
0.0 -0.1 0.0
-0.2 0.0 -0.1
0.3 0.2 0.0
-0.4 -0.3 0.0
0.1 0.3 0.1
1.0 0.4 0.7
-0.6 -0.4 0.2
1.7 0.4 0.4
0.5 0.1 -0.1
0.0 0.0 0.0
0.0 0.0 0.0
-0.1 0.0 0.0
0.0 0.0 0.0
0.0 0.0 0.0
0.0 0.0 0.0
0.0 -0.1 0.0
0.0 0.0 0.0
0.0 -0.1 0.1
0.0 0.0 -0.1
0.1 0.0 0.1
-0.1 0.1 0.1
-0.3 0.1 -0.7
0.0 0.1 0.1
-0.1 -0.1 0.0
1.0 -0.6 0.1
-0.1 0.3 -0.3
0.1 -0.1 0.2
-0.1 0.1 0.1
-0.1 0.0 0.0
0.1 -0.1 0.0
-0.1 0.1 0.0
-0.3 0.0 -0.4
0.2 -0.1 0.1
0.1 0.1 0.1
-0.2 0.0 0.0
0.1 0.0 -0.1
0.0 -0.1 0.0
0.0 0.0 0.0
0.0 0.0 0.0
0.0 0.0 0.0
-0.1 0.0 -0.1
0.0 -0.1 0.1
0.0 0.0 0.0
0.1 -0.1 0.0
0.0 0.0 0.0
0.0 0.0 0.0
0.0 0.0 0.0
0.0 0.0 0.0
0.0 0.0 0.0
0.0 0.0 0.0
0.0 0.1 0.1
0.1 -0.1 0.0
0.0 0.0 0.0
0.1 0.0 0.0
0.0 0.0 0.0
0.0 0.0 0.0
-0.1 0.0 0.0
0.1 -0.1 0.0
0.0 -0.1 0.0
0.0 0.0 0.0
-0.1 0.0 0.1
0.0 0.1 0.0
0.0 0.0 0.0
0.0 0.0 0.0
0.0 0.0 0.0
0.1 0.0 0.0
-0.1 0.0 0.0
0.0 0.0 0.0
0.0 0.0 0.0
0.0 0.0 0.0

Its spin multiplicity is 2. The expectation value of S² is 0.81. Its net charge is +2. The value obtained for the HOMO energy (alpha / beta) is -13.76 / -13.80 eV. For the calculated total energy, the calculation gives -68567.0100 eV.

***

Among the records above, which one has the highest spin multiplicity?
C36H55FIrNO3PSi